[1]
Density functional theory data (ωB97M-V/def2-TZVPD) for a molecular structure, C28H34Br12F18O12 in a non-equilibrium geometry.

XYZ file:
```
104
Properties=species:S:1:pos:R:3
C 3.96 1.11 0.40
Br 2.50 0.37 1.61
Br 4.68 -0.25 -0.86
Br 5.50 1.88 1.37
H 3.49 1.96 -0.10
C -4.32 0.20 -0.54
Br -5.93 1.28 -0.30
Br -3.78 0.51 -2.36
Br -4.50 -1.71 -0.17
H -3.55 0.55 0.15
C -1.81 -0.09 4.83
Br -2.03 -0.03 6.82
Br -3.34 -1.00 3.99
Br -0.10 -0.80 4.26
H -1.86 0.96 4.57
C 3.61 -1.77 -4.52
Br 2.96 -2.95 -5.89
Br 3.31 0.08 -5.07
Br 5.57 -2.08 -4.24
H 3.00 -1.93 -3.63
C 0.74 1.36 -8.70
C 0.16 1.19 -7.28
O -1.07 1.87 -7.38
C -1.76 2.37 -6.31
O -1.54 2.18 -5.12
C -3.00 3.24 -6.78
F -3.18 4.26 -5.99
F -2.79 3.58 -8.07
F -4.05 2.39 -6.78
H -0.05 1.10 -9.40
H 1.61 0.76 -8.98
H 1.06 2.35 -9.05
H 0.77 1.71 -6.54
H -0.03 0.15 -7.02
C -1.94 3.80 -1.72
C -3.08 4.08 -2.75
O -4.26 4.15 -1.96
C -5.50 4.11 -2.59
O -5.65 3.93 -3.79
C -6.64 4.57 -1.66
F -6.23 4.88 -0.47
F -7.12 5.65 -2.23
F -7.63 3.68 -1.57
H -1.88 4.59 -0.98
H -0.96 3.74 -2.18
H -2.20 2.91 -1.15
H -3.13 3.18 -3.35
H -2.98 4.95 -3.40
C -0.60 -6.40 9.10
C 0.22 -5.88 7.92
O -0.54 -5.64 6.77
C -0.86 -6.60 5.88
O -0.47 -7.79 5.95
C -1.67 -6.05 4.64
F -0.89 -6.11 3.52
F -2.73 -6.94 4.45
F -2.06 -4.82 4.82
H -1.32 -5.65 9.44
H 0.15 -6.59 9.87
H -1.14 -7.31 8.86
H 0.97 -6.62 7.66
H 0.85 -5.10 8.36
C 3.07 3.86 -2.59
C 1.73 4.70 -2.69
O 1.84 5.82 -1.76
C 0.78 6.61 -1.58
O -0.33 6.37 -2.12
C 1.08 7.79 -0.67
F 0.44 8.87 -1.06
F 0.57 7.53 0.51
F 2.29 8.05 -0.46
H 3.05 3.00 -3.26
H 3.32 3.49 -1.60
H 3.88 4.55 -2.83
H 0.99 3.96 -2.38
H 1.61 5.04 -3.72
C -0.10 -3.35 0.97
C -0.68 -1.95 0.75
O -0.09 -1.34 -0.38
C -0.32 -0.09 -0.69
O -1.15 0.61 -0.05
C 0.48 0.39 -1.97
F -0.36 0.96 -2.87
F 1.27 1.39 -1.53
F 1.23 -0.55 -2.44
H 0.99 -3.29 0.92
H -0.53 -4.05 0.25
H -0.41 -3.65 1.96
H -0.29 -1.32 1.55
H -1.76 -1.97 0.84
C 1.59 -3.77 5.02
C 2.96 -2.96 5.01
O 3.97 -3.64 4.19
C 4.77 -4.53 4.69
O 4.73 -4.86 5.93
C 5.87 -5.03 3.71
F 5.89 -6.34 3.71
F 5.70 -4.59 2.44
F 7.01 -4.58 4.19
H 0.90 -3.33 5.74
H 1.69 -4.82 5.31
H 1.08 -3.66 4.07
H 3.40 -2.90 6.00
H 2.86 -1.98 4.55
```

Calculated values
- 2S+1 = 2
- expectation value of S² = 0.76
- net charge = +1
- LUMO energy (spin up / spin down) (eV) = -4.73 / -9.72

[2]
Density functional theory data (ωB97M-V/def2-TZVPD) for a molecular structure, C28H34CdN3O2P in a non-equilibrium geometry.

XYZ file:
```
69
Properties=species:S:1:pos:R:3
C -4.74 0.18 -3.14
C -4.23 1.15 -2.26
C -3.03 0.91 -1.56
C -2.46 -0.37 -1.66
C -3.12 -1.42 -2.31
C -4.20 -1.11 -3.16
C -2.34 2.05 -0.86
C -3.24 2.81 0.15
N -3.66 2.05 1.30
Cd -0.34 -0.46 -1.63
C -2.59 -2.85 -2.32
P -1.63 -3.55 -0.91
H -4.71 2.13 -2.20
H -4.62 -1.86 -3.82
H -5.54 0.44 -3.82
H -1.92 -3.02 -3.19
H -3.44 -3.55 -2.44
H -1.41 1.74 -0.36
H -2.02 2.78 -1.62
H -2.68 3.67 0.55
C -1.77 -5.36 -1.03
C -2.47 -3.02 0.60
H -4.14 3.16 -0.38
C -4.96 1.44 1.30
C -2.89 2.03 2.52
H 1.16 -3.11 -0.74
H -5.71 2.09 1.79
H -5.27 1.29 0.26
H -4.94 0.49 1.84
H -3.23 2.80 3.25
H -2.98 1.05 3.01
H -1.83 2.24 2.29
H -3.24 -3.75 0.89
H -1.75 -2.96 1.42
H -2.94 -2.04 0.45
H -2.79 -5.65 -1.32
H -1.05 -5.74 -1.77
H -1.53 -5.82 -0.06
H -0.17 -3.32 -0.88
O 2.16 -2.92 -0.68
C 2.30 -1.65 -0.37
N 3.47 -1.02 -0.22
C 3.24 0.32 0.36
C 1.73 0.42 0.18
O 1.01 1.42 0.22
N 1.24 -0.83 -0.19
C 3.62 0.24 1.84
C 2.78 0.76 2.82
C 3.05 0.51 4.17
C 4.18 -0.23 4.54
C 5.08 -0.66 3.55
C 4.82 -0.39 2.21
C 3.94 1.42 -0.42
C 4.81 2.34 0.18
C 5.47 3.29 -0.62
C 5.24 3.33 -1.99
C 4.30 2.47 -2.58
C 3.64 1.52 -1.78
H 4.35 -1.53 -0.33
H 1.91 1.36 2.53
H 2.36 0.90 4.93
H 4.37 -0.46 5.59
H 5.98 -1.21 3.82
H 5.55 -0.68 1.44
H 4.95 2.33 1.26
H 6.17 3.98 -0.15
H 5.78 4.05 -2.62
H 4.07 2.53 -3.64
H 2.88 0.88 -2.23
```

Calculated values
- energy relative to the best compared isomer or geometry (same formula, charge and spin) (eV) = 1.146
- LUMO energy (eV) = 0.14

[3]
Density functional theory data (ωB97M-V/def2-TZVPD) for a molecular structure, C28H34Cl4FGdN4O2S in a non-equilibrium geometry.

XYZ file:
```
75
Properties=species:S:1:pos:R:3
Gd -0.28 0.18 0.02
C 3.23 4.18 1.94
C 1.79 3.84 1.63
C 0.84 3.73 2.65
C -0.48 3.46 2.36
C -0.90 3.29 1.05
C 0.03 3.41 0.02
C 1.36 3.70 0.32
H 3.91 3.59 1.33
H 3.46 4.00 2.99
H 3.43 5.23 1.73
H 1.16 3.83 3.68
H -1.20 3.37 3.17
H -1.94 3.10 0.83
H -0.30 3.41 -1.01
H 2.06 3.87 -0.49
C 2.65 0.11 2.08
N 2.02 -0.93 1.26
C 1.54 -2.00 2.14
C 3.00 -1.52 0.34
C 3.60 -0.50 -0.62
N 2.60 0.11 -1.49
C 3.03 1.45 -1.88
C 2.45 -0.70 -2.70
H 3.57 -0.27 2.56
H 1.95 0.42 2.85
H 2.89 0.99 1.49
H 2.38 -2.43 2.71
H 1.09 -2.79 1.55
H 0.81 -1.61 2.84
H 2.50 -2.31 -0.22
H 3.82 -1.97 0.91
H 4.38 -1.01 -1.21
H 4.10 0.28 -0.05
H 3.99 1.43 -2.42
H 3.14 2.07 -0.99
H 2.28 1.90 -2.53
H 3.41 -0.77 -3.24
H 1.70 -0.26 -3.36
H 2.12 -1.71 -2.45
Cl -1.71 -1.12 6.71
C -1.84 -1.02 5.00
C -2.78 -1.79 4.32
Cl -3.84 -2.84 5.18
C -2.87 -1.70 2.93
Cl -4.02 -2.64 2.05
C -2.04 -0.85 2.19
O -2.08 -0.74 0.87
C -1.06 -0.09 2.89
O -0.24 0.64 2.16
C -0.99 -0.18 4.27
Cl 0.21 0.78 5.08
F -0.73 -4.84 -4.27
C -0.64 -3.79 -3.42
C -0.86 -2.52 -3.91
C -0.75 -1.44 -3.04
C -0.43 -1.61 -1.69
C -0.25 -2.92 -1.25
C -0.33 -4.02 -2.10
H -1.10 -2.38 -4.96
H -0.91 -0.44 -3.43
H -0.04 -3.11 -0.20
H -0.19 -5.03 -1.74
S -2.08 1.79 -1.97
C -3.31 0.74 -2.47
N -4.28 1.05 -3.35
C -5.31 0.00 -3.41
C -4.63 -1.16 -2.65
N -3.48 -0.50 -2.05
H -4.46 2.01 -3.59
H -5.54 -0.26 -4.44
H -6.22 0.33 -2.92
H -4.32 -1.96 -3.32
H -5.28 -1.58 -1.88
H -2.84 -0.94 -1.40
```

Calculated values
- 2S+1 = 8
- expectation value of S² = 16.00
- energy relative to the best compared isomer or geometry (same formula, charge and spin) (eV) = 0.588
- LUMO energy (spin up / spin down) (eV) = -0.80 / 0.24

[4]
Density functional theory data (ωB97M-V/def2-TZVPD) for a molecular structure, C28H34IN4SnTe.

XYZ file:
```
69
Properties=species:S:1:pos:R:3
Sn -0.16 0.67 1.30
N -1.10 -1.36 0.07
C -0.97 -2.60 0.84
C -1.70 -2.49 2.17
N -1.03 -1.57 3.09
C -1.93 -0.86 3.98
C -2.99 -0.04 3.27
N -2.46 0.71 2.10
C 0.00 -2.30 3.84
C 0.95 -1.48 4.70
N 1.79 -0.59 3.90
H -2.06 -1.25 -0.26
H -0.54 -1.44 -0.78
H 0.10 -2.76 1.02
H -1.34 -3.46 0.28
H -1.81 -3.49 2.61
H -2.72 -2.14 1.97
H -1.32 -0.17 4.58
H -2.43 -1.53 4.69
H -3.43 0.65 3.99
H -3.81 -0.68 2.93
H -2.64 1.71 2.21
H -2.95 0.46 1.25
H 0.60 -2.86 3.11
H -0.48 -3.06 4.48
H 1.52 -2.20 5.30
H 0.39 -0.87 5.41
H 2.37 -1.12 3.26
H 2.42 -0.06 4.49
I -0.35 3.47 2.75
C -1.69 4.06 1.24
C -2.34 5.25 1.45
C -3.16 5.78 0.44
C -3.28 5.12 -0.75
C -2.61 3.89 -0.97
C -2.72 3.26 -2.24
C -2.05 2.10 -2.48
C -1.30 1.49 -1.45
C -1.18 2.03 -0.19
C -1.81 3.30 0.04
H -2.20 5.79 2.37
H -3.68 6.71 0.61
H -3.89 5.53 -1.54
H -3.32 3.73 -3.00
H -2.11 1.63 -3.46
H -0.80 0.57 -1.70
Te 2.70 -0.29 -0.90
C 4.11 0.03 -2.43
C 5.22 -0.80 -2.54
C 6.13 -0.60 -3.56
C 5.95 0.44 -4.46
C 4.85 1.27 -4.35
C 3.93 1.08 -3.33
C 1.53 -1.69 -1.97
C 0.75 -1.27 -3.05
C -0.05 -2.18 -3.72
C -0.10 -3.51 -3.31
C 0.68 -3.93 -2.24
C 1.50 -3.02 -1.58
H 5.36 -1.61 -1.83
H 7.00 -1.25 -3.64
H 6.67 0.59 -5.26
H 4.71 2.08 -5.05
H 3.07 1.74 -3.24
H 0.78 -0.23 -3.36
H -0.65 -1.85 -4.56
H -0.72 -4.22 -3.84
H 0.67 -4.97 -1.94
H 2.13 -3.36 -0.76
```

Calculated values
- net charge = +1
- energy relative to the best compared isomer or geometry (same formula, charge and spin) (eV) = 0.152
- LUMO energy (eV) = -2.16